{
  "formula": "C2H6O2Si",
  "method": "the ωB97M-V functional and the def2-TZVPD basis",
  "symbols": ["Si", "O", "O", "C", "C", "H", "H", "H", "H", "H", "H"],
  "xyz": [[-0.07199, -1.55834, 0.18556], [0.47936, 0.50924, -1.45490], [0.95824, -0.89659, 1.23918], [1.52168, 1.12127, -1.43768], [-1.70210, -0.66049, 0.66818], [1.75036, 1.92884, -2.24810], [0.83027, -0.08604, 1.80648], [2.34343, 0.86506, -0.61313], [-1.43641, 0.44443, 0.78148], [-2.25530, -0.56538, -0.32515], [-2.41753, -1.10200, 1.39807]],
  "forces_ev_per_angstrom": [[-1.2, -0.6, -0.5], [0.6, 0.6, 0.0], [1.4, 1.9, 1.8], [0.9, -0.2, 0.3], [-0.4, 1.4, -1.9], [-0.2, -1.1, 1.3], [-0.1, -1.4, -0.9], [-1.4, 0.7, -1.5], [-0.5, -1.2, 0.7], [0.3, -0.5, 1.0], [0.7, 0.5, -0.3]],
  "nbo_charge": [1.170, -0.525, -1.162, 0.282, -1.238, 0.133, 0.500, 0.137, 0.221, 0.232, 0.249],
  "lumo_ev": 0.28,
  "orbital_gap_ev": 8.07,
  "e_homo_ev": -7.79,
  "max_force_ev_per_a": 3.0
}